C5H9NO | the ωB97M-V functional and the def2-TZVPD basis

Calculated values
2S+1   1
Relative energy (zero: lowest compared OMol25 entry of this formula, charge and spin)   70.40 kcal/mol

XYZ file:
```
16
Properties=species:S:1:pos:R:3:forces:R:3
H 3.2322 -0.2772 -0.3317 0.1 0.0 -0.4
C 1.6399 0.6504 0.1329 -0.7 -1.1 1.2
C 0.3012 0.8497 -0.4704 -1.6 -2.0 0.3
C -0.9194 -0.7256 -0.2350 1.2 1.7 -0.5
H -3.0628 -0.9989 0.1981 0.3 0.0 -0.1
H 1.9650 1.5025 0.7528 -0.1 0.0 -0.4
H -2.2652 0.2919 1.1038 0.0 0.0 -0.1
H 0.2771 0.8575 -1.5539 0.1 0.3 0.0
C -0.1869 -1.4057 0.7651 0.8 0.1 0.6
H -2.5868 0.5011 -0.6299 -0.2 0.0 0.1
C -2.2965 -0.2168 0.1383 0.1 0.2 -0.1
H -0.8950 -1.2694 -1.1825 0.0 0.2 0.1
O 2.5967 0.2509 -0.8281 0.2 0.0 0.1
H 1.4825 -0.2349 0.8886 0.7 1.8 -0.9
N 0.7028 -1.5716 1.4929 -0.9 -1.2 0.2
H -0.2972 1.6196 0.0150 0.0 -0.1 -0.2
```
Positions in Å, forces in eV/Å.

---

C5H9NO | the ωB97M-V functional and the def2-TZVPD basis

Calculated values
2S+1   1
Relative energy (zero: lowest compared OMol25 entry of this formula, charge and spin)   202.50 kcal/mol

XYZ file:
```
16
Properties=species:S:1:pos:R:3:forces:R:3
C 1.3080 1.0299 -0.0416 6.1 3.5 -1.1
O -1.9078 0.7415 -1.4076 8.8 1.4 -0.1
C -0.5800 0.8508 -1.3007 -7.5 -2.0 -1.8
H -0.8693 -0.1048 2.0233 0.3 1.1 -0.4
H 2.6238 0.8590 0.3392 -4.6 0.1 -1.1
H -1.3468 -2.0111 1.5513 1.3 0.5 -3.1
H 0.6734 -2.0910 -0.8613 -0.7 0.7 0.0
C -1.0407 -0.0986 0.9346 0.0 0.2 0.2
H 1.4265 1.5335 -1.4952 0.8 -1.5 3.7
H -1.9415 0.4391 0.5676 0.8 0.0 0.9
C 0.3256 -1.4120 -0.0640 0.0 -2.9 5.4
C 0.2223 0.1054 -0.0366 -2.7 0.3 -1.3
H 0.9898 -1.8424 1.0039 -1.2 1.7 -3.4
H 0.2783 1.4514 -2.0619 -2.6 -1.3 1.4
H 1.0040 2.0649 0.2735 0.4 -1.1 0.2
N -1.1655 -1.5155 0.5755 0.9 -0.9 0.3
```
Positions in Å, forces in eV/Å.

---

C5H9NO | the ωB97M-V functional and the def2-TZVPD basis

Calculated values
2S+1   1
Relative energy (zero: lowest compared OMol25 entry of this formula, charge and spin)   26.30 kcal/mol

XYZ file:
```
16
Properties=species:S:1:pos:R:3:forces:R:3
N 0.4203 -0.3203 -0.5047 -0.1 -0.4 0.2
H 1.4008 -0.2559 -0.7249 -0.2 -0.1 -0.4
H -0.2134 1.1335 -2.8100 0.4 0.1 0.1
C -0.5298 0.6149 -0.7956 -1.0 -0.1 0.2
C -0.4093 1.6383 -1.8516 0.5 -1.1 -0.9
H -1.3761 2.0839 -2.0638 0.2 0.7 0.6
C -0.0682 -1.1973 0.4602 0.8 1.3 0.2
H -1.9060 -1.1894 1.5925 -0.2 0.0 0.2
H 0.4420 2.2751 -1.6149 -0.4 0.6 -0.3
H -2.5719 0.8570 -0.1141 0.0 0.1 0.2
H 2.1267 -0.6666 1.6739 0.0 -0.1 -0.2
C -1.6244 0.3557 -0.0120 0.5 0.1 0.4
H 2.4150 -1.2342 3.0177 0.2 -0.3 -0.1
O 2.5560 -1.4299 2.0794 0.0 0.5 0.4
H 0.6072 -1.9659 0.7835 -0.3 -0.2 0.3
C -1.2690 -0.6987 0.8844 -0.4 -1.0 -0.9
```
Positions in Å, forces in eV/Å.

---

C5H9NO | the ωB97M-V functional and the def2-TZVPD basis

Calculated values
2S+1   1
Relative energy (zero: lowest compared OMol25 entry of this formula, charge and spin)   51.81 kcal/mol

XYZ file:
```
16
Properties=species:S:1:pos:R:3:forces:R:3
C -0.2405 -0.4495 -0.7664 1.1 -1.0 -1.1
H 1.0128 -0.4665 1.9994 2.1 -1.4 -0.5
C 0.3178 0.2952 1.8763 -2.0 2.8 -0.6
H -0.3486 -2.4660 -0.6536 0.8 0.6 0.3
H -2.1046 -1.3730 -1.1142 0.0 -0.8 0.0
C -1.5222 -0.4803 -1.1064 0.0 0.4 0.2
H 0.6389 1.4647 -1.4563 -0.3 0.4 -0.5
H -0.5790 1.8254 0.5574 -0.7 0.5 0.9
H 1.7621 0.3730 -0.5769 -1.1 0.4 -0.5
O -0.5820 0.2825 2.6723 -0.5 0.2 0.2
C 0.6980 0.7622 -0.6578 1.1 -1.8 2.5
H -2.1327 0.3478 -1.3007 -0.4 1.5 -0.2
N 0.3353 -1.7183 -0.4581 -0.7 -0.4 0.3
H 1.2509 -1.9922 -0.7863 0.0 0.6 -0.1
C 0.3912 1.4201 0.7563 0.1 -2.5 -1.0
H 1.1026 2.1752 1.0149 0.5 0.5 0.2
```
Positions in Å, forces in eV/Å.

---

C5H9NO | the ωB97M-V functional and the def2-TZVPD basis

Calculated values
2S+1   1
Relative energy (zero: lowest compared OMol25 entry of this formula, charge and spin)   52.63 kcal/mol

XYZ file:
```
16
Properties=species:S:1:pos:R:3:forces:R:3
H 1.6384 1.7246 0.5543 -0.1 0.0 0.0
C -2.6305 1.4583 0.2251 -0.8 0.8 0.0
H -1.5950 -0.0083 1.2877 0.0 0.1 -0.1
C 1.7033 -1.6797 -0.3856 0.3 0.0 0.1
C -1.5924 0.4231 0.2815 0.0 -0.1 0.0
N -3.4318 2.2923 0.1915 0.8 -0.8 0.0
C 0.6730 1.3248 0.8457 -0.1 0.0 -0.1
H -0.0223 1.1035 -1.1236 0.0 0.0 0.2
H 1.7301 -1.7336 0.7075 -0.1 0.0 -0.2
H 2.1473 -0.7208 -0.6854 -0.1 -0.1 0.0
H -1.8588 -0.3771 -0.4135 0.0 0.1 0.1
H 0.3166 -1.7086 -1.7539 0.0 -0.1 0.2
H 0.4851 1.2164 1.9113 0.0 0.0 -0.1
O 0.3509 -1.8024 -0.7936 -0.1 0.0 -0.2
C -0.2310 0.9807 -0.0615 0.1 0.2 0.1
H 2.3173 -2.4933 -0.7876 0.0 0.0 0.0
```
Positions in Å, forces in eV/Å.

---

C5H9NO | the ωB97M-V functional and the def2-TZVPD basis

Calculated values
2S+1   1
Relative energy (zero: lowest compared OMol25 entry of this formula, charge and spin)   52.06 kcal/mol

XYZ file:
```
16
Properties=species:S:1:pos:R:3:forces:R:3
H 1.3714 0.2224 -1.6352 0.3 0.5 -0.4
H -0.9430 1.8084 0.9283 0.3 -0.6 -0.4
H -0.0630 1.9893 -0.5925 -0.1 0.6 -0.5
O -2.2744 -0.3754 0.1460 0.1 0.3 -0.3
C -0.0020 -0.9737 -0.3651 -0.6 -1.2 -1.4
H 1.5490 1.0220 1.2917 -0.5 -0.5 -0.5
H -1.4567 0.3654 -1.5630 0.4 -0.6 0.5
H 2.2249 -0.8964 -0.4809 -0.4 0.2 -0.1
N 0.1562 -0.7665 1.1061 1.9 -0.5 0.3
C 1.3390 -0.2710 -0.6828 -1.0 -0.2 1.4
H -1.8864 -0.6022 0.9975 -0.2 -0.3 0.6
C -0.3802 1.2712 0.1374 -0.1 0.0 0.1
C 0.8497 0.5031 0.5974 0.5 0.2 0.9
H 0.9121 -1.4001 1.4589 -0.9 0.6 -0.4
C -1.1320 0.0732 -0.5418 0.1 0.8 -0.6
H -0.2644 -1.9695 -0.8021 0.3 0.6 0.7
```
Positions in Å, forces in eV/Å.

---

C5H9NO | the ωB97M-V functional and the def2-TZVPD basis

Calculated values
2S+1   1
Relative energy (zero: lowest compared OMol25 entry of this formula, charge and spin)   28.97 kcal/mol

XYZ file:
```
16
Properties=species:S:1:pos:R:3:forces:R:3
H 1.6288 0.6726 -1.3241 -0.1 -0.2 -0.1
H -0.4897 1.5883 -0.5928 0.0 -0.1 0.1
H -0.1518 1.5841 1.9293 -0.1 -0.1 0.0
C 1.1908 -0.2788 -1.6746 0.4 -0.1 -0.1
H 1.8747 -1.0904 -1.3822 -0.3 0.2 -0.2
H -1.9067 0.6391 -1.1406 0.2 0.0 0.1
H 1.0069 0.3652 1.3886 -0.2 0.1 0.1
C -0.9645 0.6001 -0.5803 -0.1 0.2 0.0
C -0.0099 0.5106 1.7790 -0.1 0.1 0.1
N -0.0847 -0.4853 -1.0285 0.1 -0.1 0.0
C -0.2682 -1.2297 0.1292 0.2 -0.3 0.0
H 1.1121 -0.2434 -2.7674 0.0 -0.1 0.2
O 0.1813 -2.2955 0.4642 -0.2 0.4 -0.1
C -1.0384 -0.0844 0.8023 0.0 -0.1 0.1
H -2.0212 -0.2657 1.2487 0.2 0.0 -0.1
H -0.0594 0.0133 2.7491 0.0 0.0 -0.1
```
Positions in Å, forces in eV/Å.

---

C5H9NO | the ωB97M-V functional and the def2-TZVPD basis

Calculated values
2S+1   1
Relative energy (zero: lowest compared OMol25 entry of this formula, charge and spin)   74.00 kcal/mol

XYZ file:
```
16
Properties=species:S:1:pos:R:3:forces:R:3
C 0.5906 0.6194 -1.5154 -0.1 0.0 -0.1
H 1.5342 -0.6174 -0.1507 -0.2 0.1 0.0
C -1.2747 -1.6021 0.0195 -0.1 -0.1 0.0
H 0.9552 1.6471 -1.5348 0.0 -0.2 0.0
H 1.7040 0.7662 1.6525 -0.1 0.1 -0.1
H 1.1312 0.0202 -2.2504 0.0 0.1 0.1
H -0.4755 0.6136 -1.7468 0.2 0.0 0.0
O -1.2450 0.9955 2.3669 0.1 -0.1 -0.1
H -2.2497 -1.5884 0.5162 0.1 0.0 -0.1
H 1.0274 2.0682 0.6198 -0.1 -0.1 0.0
N 0.7531 0.0472 -0.1450 0.1 -0.1 0.0
C -0.5296 0.5715 1.4670 0.1 -0.1 0.0
C -0.5029 -0.4329 0.5054 -0.1 0.0 0.0
H -0.8000 -2.5687 0.2537 -0.1 0.2 0.0
C 0.8810 1.0500 0.9893 0.1 0.2 0.1
H -1.4672 -1.5872 -1.0658 0.0 0.1 0.2
```
Positions in Å, forces in eV/Å.

---

In order of appearance, LUMO energy = 0.9232 0.0673 0.8037 0.9294 0.6328 0.9782 0.9528 0.4853 eV.
In order of appearance, strongest force on any atom = 2.556 8.887 1.515 3.529 1.150 1.967 0.414 0.229 eV/Å.